Model one:
DFT (ωB97M-V/def2-TZVPD) results for an isolated molecule of C3H4Cl2O.

Structure (XYZ):
```
10
Properties=species:S:1:pos:R:3
C 1.08 -0.29 0.76
C 0.13 0.65 0.04
C -1.15 0.12 -0.59
H 1.73 0.44 1.17
H 0.61 -1.04 1.37
H -1.23 0.05 -1.72
H -1.82 0.94 -0.38
O 0.31 1.85 -0.22
Cl 2.09 -1.32 -0.42
Cl -1.75 -1.43 0.00
```

Results
SMILES   O=C(CCl)CCl
Net charge   0
HOMO-LUMO gap   10.18 eV



Model two:
DFT (ωB97M-V/def2-TZVPD) results for a 2-piece molecular cluster, C3H4Cl2O overall.

Structure (XYZ):
```
10
Properties=species:S:1:pos:R:3
C -0.58 -1.61 0.20
C 0.82 0.85 -0.55
C -0.22 0.46 0.45
O -0.04 -2.47 0.82
Cl -2.19 -1.68 -0.52
Cl 0.10 0.57 2.11
H 0.51 1.33 -1.49
H 1.47 0.14 -1.08
H 1.39 1.61 -0.08
H -1.27 0.81 0.14
```

Results
Net charge   0
HOMO-LUMO gap   9.07 eV



It is model two that is the least stable of them.



Model one:
DFT (ωB97M-V/def2-TZVPD) results for a 2-piece molecular cluster, Cl2H2Si overall.

Structure (XYZ):
```
5
Properties=species:S:1:pos:R:3
Si 0.71 0.25 -0.12
Cl 0.26 2.09 0.31
Cl -2.74 -1.17 0.47
H -0.22 -0.81 -0.29
H 1.99 -0.37 -0.36
```

Results
Net charge   0
HOMO-LUMO gap (spin up / spin down)   5.73 / 4.07 eV



Model two:
DFT (ωB97M-V/def2-TZVPD) results for a 2-piece molecular cluster, Cl2H2Si overall.

Structure (XYZ):
```
5
Properties=species:S:1:pos:R:3
Si -0.77 0.02 0.00
Cl -0.49 -1.91 0.05
Cl 3.03 0.40 -0.05
H -1.12 0.72 1.22
H -0.66 0.77 -1.22
```

Results
Net charge   0
HOMO-LUMO gap (spin up / spin down)   5.99 / 5.02 eV



It is model one that is the least stable of them.



Model one:
DFT (ωB97M-V/def2-TZVPD) results for C54H48N2O5P3ReSTe as an isolated structure.

Structure (XYZ):
```
115
Properties=species:S:1:pos:R:3
Re 1.60 0.92 0.14
C 2.03 2.92 -3.17
C 3.43 2.36 -3.07
C 3.58 1.04 -3.83
C 3.85 2.26 -1.60
C 5.36 2.25 -1.38
O 5.63 0.94 -0.83
C 4.50 0.34 -0.56
N 3.42 0.99 -0.92
C 4.67 -1.00 0.03
C 5.99 -1.41 0.23
C 6.28 -2.70 0.63
C 5.25 -3.61 0.82
C 3.94 -3.20 0.65
C 3.62 -1.90 0.29
P 1.83 -1.50 0.24
C 1.35 -2.23 1.84
C 0.68 -3.43 2.03
C 0.44 -3.91 3.31
C 0.88 -3.20 4.41
C 1.58 -2.02 4.23
C 1.81 -1.53 2.96
C 1.41 -2.54 -1.22
C 0.46 -3.55 -1.34
C 0.30 -4.23 -2.54
C 1.06 -3.90 -3.64
C 2.00 -2.88 -3.54
C 2.17 -2.22 -2.34
H 1.69 2.98 -4.21
H 1.96 3.92 -2.73
H 1.33 2.28 -2.63
H 4.12 3.09 -3.51
H 2.78 0.35 -3.55
H 4.54 0.55 -3.63
H 3.51 1.21 -4.90
H 3.41 3.09 -1.05
H 5.69 2.98 -0.66
H 5.93 2.33 -2.31
H 6.79 -0.71 0.05
H 7.31 -2.99 0.79
H 5.47 -4.63 1.12
H 3.15 -3.91 0.83
H 0.36 -4.03 1.19
H -0.09 -4.85 3.43
H 0.69 -3.58 5.41
H 1.95 -1.46 5.09
H 2.37 -0.61 2.84
H -0.20 -3.81 -0.52
H -0.44 -5.02 -2.60
H 0.92 -4.43 -4.58
H 2.60 -2.60 -4.40
H 2.93 -1.45 -2.28
Te -3.00 -0.45 2.78
C -4.67 0.81 2.49
C -4.71 2.03 3.16
C -5.83 2.84 2.98
N -6.85 2.51 2.20
C -6.81 1.34 1.58
C -5.75 0.45 1.70
C -1.94 0.01 0.99
P -0.75 1.37 0.92
C -1.59 2.61 -0.11
C -0.93 3.33 -1.10
C -1.63 4.21 -1.91
C -3.00 4.38 -1.73
C -3.66 3.68 -0.73
C -2.96 2.80 0.07
C -0.65 2.10 2.57
C -0.14 1.34 3.62
C -0.02 1.87 4.88
C -0.38 3.19 5.11
C -0.87 3.97 4.07
C -1.00 3.43 2.80
P -1.71 -1.34 -0.10
C -1.53 -0.86 -1.86
C -0.70 0.17 -2.27
C -0.50 0.44 -3.62
C -1.12 -0.35 -4.58
C -1.91 -1.41 -4.19
C -2.12 -1.66 -2.84
C -3.22 -2.34 -0.07
C -3.17 -3.58 0.56
C -4.30 -4.39 0.60
C -5.47 -3.97 0.00
C -5.53 -2.73 -0.63
C -4.41 -1.92 -0.66
H -3.90 2.35 3.79
H -5.89 3.80 3.48
H -7.66 1.08 0.97
H -5.77 -0.51 1.19
H 0.14 3.24 -1.21
H -1.11 4.77 -2.67
H -3.55 5.07 -2.36
H -4.72 3.82 -0.57
H -3.48 2.25 0.85
H 0.15 0.31 3.44
H 0.37 1.27 5.69
H -0.28 3.62 6.10
H -1.13 5.00 4.24
H -1.35 4.06 1.99
H -0.22 0.84 -1.54
H 0.11 1.27 -3.92
H -0.97 -0.13 -5.63
H -2.38 -2.04 -4.92
H -2.73 -2.51 -2.56
H -2.26 -3.91 1.05
H -4.25 -5.35 1.11
H -6.35 -4.60 0.03
H -6.45 -2.40 -1.09
H -4.46 -0.95 -1.14
O 2.20 3.63 2.80
S 2.67 2.92 1.66
O 2.44 1.33 1.84
O 1.70 2.99 0.45
O 4.02 3.11 1.24
```

Results
Net charge   +1
Multiplicity   2
Expectation value of S²   0.813
HOMO-LUMO gap (spin up / spin down)   4.26 / 4.16 eV



Model two:
DFT (ωB97M-V/def2-TZVPD) results for C54H48N2O5P3ReSTe as an isolated structure.

Structure (XYZ):
```
115
Properties=species:S:1:pos:R:3
Re 1.41 -0.54 -0.40
C 3.13 -2.00 -4.63
C 2.39 -2.90 -3.64
C 0.88 -2.73 -3.79
C 2.84 -2.69 -2.18
C 4.33 -2.93 -1.97
O 4.89 -1.59 -2.06
C 3.91 -0.72 -1.90
N 2.73 -1.25 -1.79
C 4.31 0.70 -1.97
C 5.63 0.93 -2.41
C 6.08 2.21 -2.65
C 5.22 3.29 -2.49
C 3.93 3.07 -2.05
C 3.46 1.79 -1.77
P 1.76 1.61 -1.09
C 1.80 2.85 0.26
C 2.16 2.38 1.52
C 2.24 3.25 2.60
C 1.94 4.59 2.43
C 1.59 5.07 1.17
C 1.53 4.21 0.09
C 0.79 2.38 -2.44
C -0.39 3.09 -2.22
C -1.11 3.61 -3.28
C -0.67 3.41 -4.59
C 0.48 2.68 -4.82
C 1.21 2.17 -3.76
H 2.88 -2.29 -5.65
H 4.21 -2.05 -4.53
H 2.82 -0.95 -4.51
H 2.64 -3.94 -3.86
H 0.57 -1.74 -3.46
H 0.33 -3.47 -3.21
H 0.59 -2.85 -4.83
H 2.23 -3.28 -1.50
H 4.78 -3.53 -2.76
H 4.57 -3.34 -1.00
H 6.29 0.09 -2.56
H 7.10 2.37 -2.98
H 5.56 4.30 -2.68
H 3.27 3.91 -1.91
H 2.40 1.33 1.66
H 2.52 2.87 3.58
H 1.98 5.27 3.27
H 1.37 6.12 1.03
H 1.25 4.59 -0.88
H -0.75 3.23 -1.21
H -2.02 4.16 -3.09
H -1.23 3.82 -5.42
H 0.83 2.52 -5.84
H 2.13 1.62 -3.95
Te -1.20 2.13 1.62
C -3.28 2.24 2.05
C -3.89 3.49 2.06
C -5.25 3.58 2.35
N -6.01 2.53 2.62
C -5.43 1.33 2.61
C -4.08 1.14 2.33
C -1.11 0.05 1.40
P -0.98 -0.61 -0.27
C -2.07 0.22 -1.46
C -1.65 0.20 -2.79
C -2.49 0.64 -3.79
C -3.74 1.14 -3.47
C -4.16 1.18 -2.15
C -3.33 0.71 -1.14
C -1.71 -2.27 -0.21
C -2.98 -2.47 0.36
C -3.55 -3.72 0.34
C -2.88 -4.79 -0.24
C -1.63 -4.61 -0.80
C -1.05 -3.35 -0.78
P -0.42 -0.85 2.68
C -0.42 -0.07 4.30
C -1.52 0.65 4.78
C -1.51 1.15 6.07
C -0.42 0.92 6.90
C 0.66 0.19 6.43
C 0.66 -0.31 5.14
C -1.11 -2.49 2.96
C -2.33 -2.49 3.65
C -2.99 -3.67 3.90
C -2.45 -4.88 3.48
C -1.24 -4.89 2.80
C -0.57 -3.70 2.53
H -3.33 4.40 1.84
H -5.73 4.55 2.37
H -6.06 0.48 2.83
H -3.67 0.14 2.32
H -0.65 -0.16 -3.03
H -2.16 0.62 -4.82
H -4.40 1.50 -4.26
H -5.14 1.57 -1.89
H -3.67 0.72 -0.11
H -3.50 -1.63 0.81
H -4.53 -3.87 0.78
H -3.34 -5.78 -0.25
H -1.11 -5.44 -1.25
H -0.06 -3.19 -1.20
H -2.38 0.83 4.15
H -2.37 1.71 6.43
H -0.42 1.31 7.91
H 1.51 0.01 7.08
H 1.51 -0.88 4.79
H -2.75 -1.55 4.00
H -3.93 -3.65 4.44
H -2.97 -5.81 3.68
H -0.81 -5.82 2.46
H 0.36 -3.74 1.97
O 3.14 -0.97 1.12
S 2.27 -1.98 1.76
O 1.21 -0.99 2.49
O 1.49 -2.60 0.68
O 2.83 -2.82 2.74
```

Results
Net charge   +1
Multiplicity   2
Expectation value of S²   0.757
HOMO-LUMO gap (spin up / spin down)   7.33 / 6.98 eV



It is model one that is the least stable of them.



Model one:
DFT (ωB97M-V/def2-TZVPD) results for a 2-piece molecular cluster, C2H4O4 overall.

Structure (XYZ):
```
10
Properties=species:S:1:pos:R:3
C -0.86 1.54 -0.42
C 1.27 -1.16 -0.01
O -1.95 2.18 -0.27
O -0.22 1.42 0.70
O 1.67 -2.19 0.62
O 0.23 -1.41 -0.77
H -1.99 2.59 0.54
H 0.53 0.71 0.58
H 1.19 -3.00 0.40
H 0.13 -0.67 -1.37
```

Results
Net charge   0
HOMO-LUMO gap   9.80 eV



Model two:
DFT (ωB97M-V/def2-TZVPD) results for a 2-piece molecular cluster, C2H4O4 overall.

Structure (XYZ):
```
10
Properties=species:S:1:pos:R:3
C -1.73 -0.39 0.59
C 1.75 0.36 -0.62
O 0.76 1.06 -0.64
O -0.77 -1.08 0.67
O -1.75 0.74 -0.07
O 1.74 -0.78 0.09
H -2.69 -0.54 0.95
H 2.63 0.68 -1.07
H -0.90 1.06 -0.47
H 0.95 -1.10 0.58
```

Results
SMILES   O=CO.O=CO
Net charge   0
HOMO-LUMO gap   11.83 eV



It is model one that is the least stable of them.



Model one:
DFT (ωB97M-V/def2-TZVPD) results for a 2-piece molecular cluster, C5H13NP overall.

Structure (XYZ):
```
20
Properties=species:S:1:pos:R:3
C 1.67 0.07 0.21
C 4.07 0.30 0.81
C -2.43 1.08 0.73
C 3.08 0.19 -0.30
C -2.26 -0.44 0.42
N -3.27 -0.95 -0.55
P 0.74 -1.12 -0.55
H 1.18 0.78 0.80
H 3.93 -0.36 1.63
H 5.05 0.38 0.31
H 3.79 1.29 1.39
H -1.97 1.33 1.71
H -3.51 1.36 0.67
H -1.95 1.70 -0.11
H 3.30 -0.65 -1.00
H 2.90 1.11 -0.81
H -2.19 -1.00 1.29
H -3.45 -1.91 -0.34
H -3.17 -0.79 -1.51
H -4.29 -0.50 -0.39
```

Results
Net charge   +1
HOMO-LUMO gap (spin up / spin down)   8.55 / 6.53 eV



Model two:
DFT (ωB97M-V/def2-TZVPD) results for an isolated ion of composition C5H13NP and charge +1.

Structure (XYZ):
```
20
Properties=species:S:1:pos:R:3
C 2.27 -0.01 -0.30
C 3.78 -0.03 -0.19
C -0.56 -1.31 0.60
C -2.86 0.80 -0.13
C -0.39 0.05 -0.08
N -1.45 0.95 0.39
P 1.22 1.02 0.46
H 1.93 -0.81 -1.02
H 4.19 -0.48 -1.10
H 4.05 -0.74 0.66
H 4.22 1.01 0.12
H -0.54 -1.12 1.70
H -1.36 -1.82 0.06
H 0.42 -1.83 0.46
H -3.26 -0.12 0.16
H -3.53 1.58 0.43
H -2.88 1.07 -1.22
H -0.41 -0.08 -1.15
H -1.22 1.93 0.43
H -1.57 0.79 1.42
```

Results
SMILES   C/C=P/[C@@H](C)[NH2+]C
Net charge   +1
HOMO-LUMO gap   9.39 eV



Model three:
DFT (ωB97M-V/def2-TZVPD) results for a 2-piece molecular cluster, C5H13NP overall.

Structure (XYZ):
```
20
Properties=species:S:1:pos:R:3
C 3.07 0.77 0.51
C -1.90 1.29 -0.80
C -1.15 -2.13 0.07
C -0.89 1.75 0.00
C 0.91 -0.65 0.06
N -0.24 -1.11 -0.68
P 2.02 0.16 -0.86
H 2.62 0.91 1.45
H 3.57 1.66 0.28
H -1.80 1.50 -1.77
H 3.87 0.05 0.63
H -2.88 0.95 -0.31
H -0.40 -2.93 0.48
H -1.51 -1.77 1.10
H -1.89 -2.63 -0.50
H -0.15 2.47 -0.31
H -0.78 1.39 1.00
H 0.93 -0.94 1.17
H 0.00 -1.46 -1.58
H -0.73 -0.13 -0.77
```

Results
Net charge   +1
HOMO-LUMO gap   9.69 eV



Model four:
DFT (ωB97M-V/def2-TZVPD) results for an isolated ion of composition C5H13NP and charge +1.

Structure (XYZ):
```
20
Properties=species:S:1:pos:R:3
C 0.05 -0.32 -0.55
C -2.79 -0.25 0.10
C 2.23 -1.42 0.41
C -0.71 0.84 -0.91
C -1.88 0.91 0.14
N 1.45 -0.21 0.05
P 2.42 1.32 0.05
H -0.29 -1.38 -0.63
H -3.39 -0.05 -0.77
H -3.40 -0.04 0.93
H -2.28 -1.21 0.00
H 1.50 -2.33 0.50
H 2.66 -1.35 1.37
H 2.92 -1.68 -0.44
H -1.09 0.77 -1.84
H -0.13 1.75 -0.80
H -1.38 1.02 1.23
H -2.45 1.78 -0.12
H 3.52 0.55 -0.22
H 3.04 1.30 1.52
```

Results
SMILES   CCC/C=[N+](/C)P
Net charge   +1
HOMO-LUMO gap   9.19 eV



It is model one that is the least stable of them.